(1)
DFT (the ωB97M-V functional and the def2-TZVPD basis) results for 5 unconnected molecules or ions with the total composition C22H48F3IN5O5 at a distorted geometry.

As for the charge: +1. The relative energy (zero: lowest compared OMol25 entry of this formula, charge and spin) comes out at 0.0 kcal/mol. Its LUMO energy is -2.61 eV. The orbital gap is 8.562 eV.

Atoms and positions in Å:
C 4.079 1.220 1.330
C 4.197 0.100 2.506
I 4.189 1.008 4.485
C 3.170 -1.106 2.309
N 1.821 -0.902 2.946
O 0.876 -1.189 1.961
C -0.130 -0.119 1.895
C -1.382 -0.761 1.102
C -0.991 -1.197 -0.390
C -2.687 0.164 1.122
C -3.820 -0.433 2.106
C -2.437 1.680 1.578
C 1.529 -1.904 4.039
F 2.347 -1.756 5.148
F 1.704 -3.222 3.586
F 0.205 -1.826 4.483
H 4.959 1.062 0.612
H 3.144 1.028 0.704
H 4.136 2.277 1.739
H 5.245 -0.348 2.368
H 3.002 -1.206 1.177
H 3.701 -2.063 2.621
H 1.618 0.075 3.243
H 0.213 0.798 1.319
H -0.544 0.140 2.937
H -1.659 -1.729 1.662
H -1.342 -2.262 -0.601
H -1.498 -0.518 -1.149
H 0.142 -1.126 -0.484
H -3.157 0.176 0.080
H -3.319 -0.739 3.086
H -4.271 -1.336 1.558
H -4.682 0.300 2.250
H -1.474 2.142 1.202
H -2.560 1.717 2.716
H -3.285 2.301 1.119
C 5.293 -0.410 -2.504
C 4.399 0.785 -2.310
O 3.476 0.786 -1.500
N 4.637 1.888 -3.065
C 5.665 2.086 -4.067
H 4.977 -1.209 -1.832
H 5.218 -0.774 -3.530
H 6.327 -0.149 -2.269
H 3.997 2.647 -2.879
H 6.278 2.937 -3.765
H 5.179 2.317 -5.017
H 6.297 1.209 -4.188
C -3.753 5.414 -0.309
C -2.362 5.049 0.132
O -1.889 3.935 -0.065
N -1.623 5.998 0.767
C -1.997 7.359 1.091
H -4.213 4.556 -0.799
H -4.362 5.687 0.555
H -3.717 6.240 -1.023
H -0.702 5.678 1.031
H -1.288 8.034 0.608
H -1.928 7.486 2.173
H -3.005 7.598 0.762
C -4.399 0.971 -4.341
C -3.535 0.146 -3.427
O -3.745 0.076 -2.222
N -2.493 -0.536 -3.976
C -2.083 -0.582 -5.364
H -5.184 1.452 -3.757
H -3.803 1.747 -4.824
H -4.870 0.332 -5.092
H -1.961 -1.066 -3.302
H -2.115 -1.622 -5.697
H -1.056 -0.218 -5.431
H -2.723 0.022 -6.003
C -1.524 -7.014 0.689
C -0.133 -7.392 1.125
O 0.335 -8.499 0.915
N 0.611 -6.452 1.776
C 0.242 -5.096 2.119
H -1.986 -7.864 0.187
H -2.133 -6.752 1.556
H -1.484 -6.179 -0.014
H 1.530 -6.780 2.036
H 0.956 -4.418 1.645
H 0.311 -4.987 3.202
H -0.765 -4.848 1.793

These are the Mulliken partial charges, in e, on atoms 1 to 6: number 1, C, carries -0.717; number 2, C, carries -0.624; number 3, I, carries 0.112; number 4, C, carries -0.631; number 5, N, carries 0.020; number 6, O, carries -0.127



(2)
DFT (the ωB97M-V functional and the def2-TZVPD basis) results for a molecular structure, C21H20AuN8O3.

As for the charge: +1. Its LUMO energy is -3.99 eV. The orbital gap is 4.679 eV.

Atoms and positions in Å:
Au 0.580 -0.307 0.453
O -6.076 0.173 -2.170
N -5.723 1.141 -1.529
O -6.398 2.121 -1.328
C -4.357 1.118 -0.932
C -4.005 2.232 -0.263
C -2.723 2.344 0.354
C -2.319 3.480 1.084
C -1.080 3.508 1.658
C -0.227 2.407 1.485
N -0.591 1.352 0.790
C -1.835 1.281 0.236
C -2.221 0.077 -0.449
N -1.319 -0.931 -0.458
C -1.627 -2.072 -1.048
C -2.842 -2.263 -1.688
C -3.773 -1.250 -1.705
C -3.488 -0.035 -1.058
H -4.711 3.047 -0.198
H -2.998 4.317 1.184
H -0.735 4.355 2.231
H 0.772 2.373 1.905
H -0.882 -2.856 -0.982
H -3.061 -3.210 -2.162
H -4.716 -1.392 -2.203
N 2.707 -3.557 -3.177
C 3.149 -4.242 -2.107
N 3.759 -5.412 -2.302
N 3.028 -3.821 -0.866
C 2.343 -2.776 -0.542
N 1.808 -1.836 -0.134
H 2.827 -3.902 -4.113
H 2.368 -2.618 -3.063
H 3.956 -5.774 -3.217
H 4.079 -5.918 -1.494
C -1.208 -2.235 3.459
O -0.593 -1.072 2.911
H -2.089 -1.983 4.052
H -0.510 -2.807 4.071
H -1.520 -2.853 2.618
H -0.129 -0.599 3.610
N 2.054 0.429 1.580
C 2.765 1.436 1.023
C 2.620 1.962 -0.284
C 3.373 3.050 -0.705
C 4.290 3.655 0.135
C 4.460 3.140 1.420
C 3.730 2.058 1.861
H 1.922 1.494 -0.971
H 3.241 3.424 -1.713
H 4.869 4.505 -0.200
H 5.186 3.590 2.086
H 3.873 1.654 2.855

These are the Mulliken partial charges, in e, on atoms 1 to 6: number 1, Au, carries 1.210; number 2, O, carries -0.629; number 3, N, carries 1.083; number 4, O, carries -0.622; number 5, C, carries -0.759; number 6, C, carries -0.568



(3)
DFT (the ωB97M-V functional and the def2-TZVPD basis) results for a molecular structure, C45H51N6O3PTi at a distorted geometry.

Its LUMO energy (alpha / beta) is 0.47 / 0.47 eV. The orbital gap (alpha / beta) is 4.988 / 5.039 eV.

Atoms and positions in Å:
Ti -0.231 -0.075 0.132
O -1.200 1.356 -0.441
C -2.619 1.169 -0.372
C -3.002 -0.220 -1.014
C -2.675 -1.450 -0.182
C -3.603 -2.328 0.275
C -3.235 -3.428 1.097
C -1.880 -3.540 1.479
C -0.950 -2.667 0.996
C 0.487 -2.613 1.472
C 0.753 -1.390 2.448
O 0.412 -0.154 1.814
C -0.121 -1.626 3.693
C -1.442 -1.186 3.706
C -2.266 -1.442 4.796
C -1.783 -2.149 5.891
C -0.469 -2.603 5.884
C 0.355 -2.343 4.792
C 2.224 -1.301 2.854
C 3.145 -2.322 2.651
C 4.465 -2.189 3.088
C 4.877 -1.026 3.721
C 3.960 0.006 3.922
C 2.648 -0.138 3.499
N -1.312 -1.646 0.105
C -3.296 2.347 -1.100
C -2.604 3.551 -1.234
C -3.184 4.640 -1.873
C -4.474 4.548 -2.387
C -5.175 3.360 -2.246
C -4.589 2.269 -1.608
C -3.108 1.270 1.093
C -2.313 1.875 2.058
C -2.760 2.015 3.368
C -4.010 1.548 3.730
C -4.821 0.948 2.769
C -4.373 0.818 1.462
H -4.060 -0.240 -1.243
H -2.452 -0.267 -1.955
H -4.646 -2.170 0.012
H -3.979 -4.124 1.465
H -1.563 -4.303 2.181
H 0.717 -3.526 2.012
H 1.162 -2.513 0.615
H -1.833 -0.638 2.861
H -3.292 -1.088 4.782
H -2.422 -2.339 6.747
H -0.079 -3.159 6.731
H 1.377 -2.707 4.806
H 2.850 -3.238 2.149
H 5.168 -3.000 2.926
H 5.902 -0.920 4.057
H 4.269 0.919 4.420
H 1.927 0.656 3.667
H -1.601 3.625 -0.834
H -2.629 5.566 -1.963
H -4.928 5.394 -2.887
H -6.184 3.274 -2.634
H -5.171 1.358 -1.508
H -1.342 2.243 1.789
H -2.117 2.482 4.108
H -4.354 1.644 4.755
H -5.804 0.578 3.039
H -5.024 0.356 0.724
C 4.735 2.049 0.327
N 3.452 2.579 -0.132
C 3.514 2.763 -1.584
N 3.861 1.541 -2.316
C 5.127 1.024 -1.792
N 5.120 0.802 -0.342
C 4.223 -0.298 0.034
P 2.439 -0.038 -0.468
C 2.349 1.698 0.255
C 2.785 0.546 -2.210
H 4.688 1.874 1.402
H 5.502 2.798 0.125
H 4.275 3.513 -1.797
H 2.551 3.130 -1.942
H 5.910 1.743 -2.024
H 5.358 0.083 -2.292
H 4.253 -0.439 1.112
H 4.577 -1.227 -0.423
H 2.320 1.604 1.335
H 1.414 2.158 -0.057
H 1.867 0.986 -2.597
H 3.022 -0.318 -2.834
C 0.899 -2.974 -3.088
N 0.629 -1.816 -3.937
C 0.901 -1.978 -5.362
C 0.916 -0.637 -6.054
C -0.345 0.100 -5.654
N -0.366 0.277 -4.205
C -0.855 1.544 -3.661
C 0.076 -0.697 -3.381
O 0.003 -0.601 -2.155
H 1.974 -3.145 -2.996
H 0.445 -3.865 -3.525
H 0.481 -2.812 -2.102
H 0.144 -2.624 -5.814
H 1.861 -2.484 -5.470
H 0.969 -0.772 -7.134
H 1.783 -0.059 -5.731
H -1.223 -0.467 -5.982
H -0.402 1.083 -6.110
H -0.229 2.369 -4.010
H -0.844 1.512 -2.582
H -1.882 1.729 -3.983

These are the Mulliken partial charges, in e, on atoms 1 to 6: number 1, Ti, carries -0.325; number 2, O, carries -0.468; number 3, C, carries 2.338; number 4, C, carries -1.510; number 5, C, carries 0.099; number 6, C, carries -0.495



(4)
DFT (the ωB97M-V functional and the def2-TZVPD basis) results for a molecular structure, C27H31NO7OsSSb.

As for the charge: +1. The expectation value of S² is 6.021. The spin multiplicity is 5. Its LUMO energy (alpha / beta) is -2.88 / -5.64 eV. The orbital gap (alpha / beta) is 8.472 / 5.939 eV.

Atoms and positions in Å:
Os -1.404 0.245 -0.781
O -0.527 1.548 0.835
C -1.019 2.891 0.518
C -2.522 2.731 0.150
O -3.346 3.579 0.307
O -2.789 1.567 -0.448
C -0.673 3.817 1.668
C 0.597 3.672 2.231
C 1.023 4.515 3.242
C 0.187 5.525 3.699
C -1.075 5.668 3.148
C -1.511 4.823 2.136
C -0.341 3.314 -0.780
C -0.645 4.570 -1.298
C -0.106 4.975 -2.505
C 0.737 4.131 -3.220
C 1.045 2.883 -2.711
C 0.518 2.479 -1.486
H -0.811 1.352 1.742
H 1.261 2.897 1.867
H 2.007 4.388 3.671
H 0.522 6.198 4.476
H -1.737 6.444 3.508
H -2.499 4.944 1.720
H -1.323 5.221 -0.761
H -0.352 5.952 -2.896
H 1.158 4.452 -4.163
H 1.703 2.221 -3.258
H 0.867 1.541 -1.064
O -6.083 -5.461 1.219
C -6.091 -4.115 1.309
O -6.804 -3.562 2.093
C -5.173 -3.366 0.385
C -5.523 -2.061 0.057
C -4.711 -1.309 -0.772
C -3.525 -1.856 -1.260
S -2.506 -0.885 -2.363
C -3.161 -3.154 -0.922
C -3.989 -3.908 -0.105
H -5.541 -5.757 0.478
H -6.438 -1.650 0.461
H -4.984 -0.296 -1.036
H -2.239 -3.575 -1.300
H -3.679 -4.909 0.167
C 4.435 2.171 -0.551
C 4.714 0.910 0.248
Sb 3.333 -0.719 -0.153
C 3.466 -0.902 -2.268
C 4.784 -1.547 -2.692
C 4.340 -2.423 0.648
C 3.793 -2.880 1.997
H 5.154 2.944 -0.275
H 3.439 2.571 -0.363
H 4.537 2.004 -1.624
H 4.699 1.075 1.323
H 5.663 0.440 -0.021
H 3.369 0.110 -2.660
H 2.599 -1.474 -2.594
H 5.651 -1.011 -2.304
H 4.861 -1.540 -3.779
H 4.852 -2.584 -2.367
H 5.388 -2.127 0.715
H 4.237 -3.196 -0.112
H 3.831 -2.087 2.744
H 4.390 -3.710 2.372
H 2.764 -3.224 1.913
O 1.357 -2.552 -0.154
N 0.261 -2.112 -0.378
O 0.293 -0.861 -0.787

These are the Mulliken partial charges, in e, on atoms 1 to 6: number 1, Os, carries 0.829; number 2, O, carries -0.552; number 3, C, carries 1.253; number 4, C, carries 0.734; number 5, O, carries -0.563; number 6, O, carries -0.325



no.,total energy (a.u.)
1,-2113.9876
2,-1611.3407
3,-3490.5196
4,-2357.6193